No. 1
{"formula": "C33H50N8O11", "method": "wB97M-V/def2-TZVPD", "homo_energy_ev": -8.743, "max_force_ha_per_bohr": 0.0601, "orbital_gap_ev": 7.9, "energy_ha": -2552.821792, "e_lumo_ev": -0.89, "e_above_lowest_kcal_mol": 0.0, "species": ["O", "N", "O", "C", "C", "C", "C", "C", "C", "H", "H", "H", "H", "H", "O", "N", "O", "C", "C", "C", "C", "C", "C", "H", "H", "H", "H", "H", "O", "N", "O", "C", "C", "C", "C", "C", "C", "H", "H", "H", "H", "H", "C", "N", "C", "C", "O", "H", "H", "H", "H", "H", "H", "H", "C", "N", "C", "C", "O", "H", "H", "H", "H", "H", "H", "H", "C", "N", "C", "C", "O", "H", "H", "H", "H", "H", "H", "H", "C", "N", "C", "C", "O", "H", "H", "H", "H", "H", "H", "H", "C", "N", "C", "C", "O", "H", "H", "H", "H", "H", "H", "H"], "xyz": [[2.39776, -5.55551, 2.14962], [1.65416, -4.67721, 2.54554], [2.02185, -3.72996, 3.18842], [0.26747, -4.77091, 2.14660], [-0.09248, -5.72960, 1.16527], [-1.41136, -5.82224, 0.72403], [-2.38667, -5.01227, 1.28934], [-2.05589, -4.22444, 2.37537], [-0.72731, -3.99168, 2.68643], [0.65754, -6.39060, 0.73886], [-1.57299, -6.50640, -0.05917], [-3.46402, -5.07178, 1.03234], [-2.84991, -3.68108, 2.87831], [-0.45037, -3.27678, 3.45420], [-3.90214, -0.26052, 2.31152], [-3.47049, -0.95658, 1.39154], [-2.44149, -1.55070, 1.43321], [-4.27047, -1.11639, 0.18815], [-5.38432, -0.29369, 0.09723], [-6.27282, -0.33090, -1.00587], [-5.95949, -1.29276, -2.04605], [-4.84310, -2.12128, -1.89737], [-4.03313, -2.01859, -0.79290], [-5.55185, 0.47197, 0.83901], [-7.15515, 0.28520, -1.15363], [-6.59066, -1.26770, -2.91617], [-4.62462, -2.90547, -2.59927], [-3.15104, -2.64996, -0.64867], [6.75837, 7.46968, -1.70619], [5.54539, 7.56795, -1.48455], [4.97825, 8.62247, -1.25161], [4.74641, 6.34276, -1.41970], [5.37415, 5.14006, -1.63027], [4.69461, 3.92207, -1.51604], [3.35533, 3.93148, -1.17057], [2.70897, 5.14249, -0.87384], [3.35848, 6.35802, -0.98298], [6.38487, 4.98481, -1.90613], [5.13321, 2.97275, -1.81771], [2.84780, 2.95525, -0.98034], [1.65679, 5.23959, -0.59527], [2.84930, 7.32209, -0.84672], [0.77487, -0.32516, 4.55162], [-0.11454, 0.65933, 5.09088], [0.33859, 1.57786, 6.13784], [-1.45074, 0.50248, 4.92616], [-2.36125, 1.13971, 5.46747], [0.44518, -0.73632, 3.65785], [1.09108, -1.03516, 5.26913], [1.63283, 0.28426, 4.32983], [1.24076, 2.09329, 5.86253], [-0.43551, 2.33589, 6.27650], [0.46851, 1.05020, 7.07267], [-1.77483, -0.25870, 4.16639], [-1.37865, 1.49062, 1.51852], [-1.18085, 2.77327, 2.17804], [-2.31177, 3.25463, 2.87633], [-0.13338, 3.53470, 1.75841], [0.01920, 4.66586, 2.12724], [-1.34614, 0.62914, 2.15470], [-0.66573, 1.27605, 0.72037], [-2.32214, 1.44686, 0.98115], [-3.25189, 3.14976, 2.30089], [-2.53658, 2.65712, 3.77315], [-2.08033, 4.29140, 3.10309], [0.50182, 3.00820, 1.02543], [-1.53969, 0.14017, -4.97671], [-1.56788, 0.39489, -3.58346], [-1.25607, 1.69382, -3.11966], [-1.76642, -0.57666, -2.69657], [-1.79035, -0.43754, -1.47463], [-2.32808, -0.62163, -5.14116], [-0.52847, -0.13462, -5.26554], [-1.78392, 1.09455, -5.42476], [-1.94647, 2.42177, -3.54952], [-1.30465, 1.74790, -2.06492], [-0.25722, 1.92299, -3.51592], [-1.91589, -1.57120, -3.13352], [3.03370, -3.25026, -3.01502], [3.15329, -1.98025, -3.72648], [4.40876, -1.35973, -3.68910], [2.10926, -1.56081, -4.41929], [0.99158, -2.03808, -4.46913], [2.04794, -3.58180, -3.15860], [3.21549, -3.12573, -1.97688], [3.64838, -3.94980, -3.55503], [5.10255, -1.97541, -4.18402], [4.22709, -0.34341, -4.05535], [4.80839, -1.34430, -2.67713], [2.41879, -0.70091, -5.01997], [0.43586, -2.29711, -0.68648], [1.13101, -1.09710, -0.18421], [1.02790, -0.85613, 1.28192], [1.43626, -0.07690, -0.95958], [1.85188, 1.01100, -0.57791], [0.98613, -3.15131, -0.40740], [0.35302, -2.22617, -1.79065], [-0.61128, -2.40443, -0.29451], [1.63309, 0.00206, 1.54529], [-0.04963, -0.74608, 1.55567], [1.43194, -1.71590, 1.82481], [1.29635, -0.29474, -2.07479]], "mulliken_charge": [-0.6379, 1.1122, -0.6175, -0.6578, -0.1223, -0.6350, -0.2970, -0.5663, 0.2359, 0.4635, 0.4744, 0.4460, 0.4217, 0.4205, -0.6295, 1.0011, -0.2232, 0.0601, -0.5235, -0.8077, -0.5503, -0.5003, 0.2716, 0.4900, 0.4190, 0.4121, 0.4515, 0.1843, -0.5836, 0.9558, -0.5918, -0.1307, -0.2216, -0.5458, -0.0911, -0.3051, -0.4448, 0.4239, 0.4033, 0.5059, 0.2931, 0.4198, 0.0233, 0.3568, -1.0910, 0.0006, -0.6548, -0.6832, 0.3519, 0.3948, 0.3522, 0.3122, 0.3684, 0.3201, 0.2236, 0.3168, -0.8549, 0.3542, -0.6325, -0.4347, -0.5310, 0.3645, 0.2636, 0.1849, 0.3833, 0.2729, -0.8784, 0.2535, -1.0000, -0.1287, -0.4948, 0.3258, 0.2131, 0.3434, 0.3513, 0.1854, 0.4225, 0.5211, -1.2420, 0.2112, -0.8638, 0.0981, -0.6050, 0.3324, 0.3947, 0.4278, 0.3426, 0.2942, 0.3152, 0.3350, -0.1301, 0.3696, -0.5719, 0.3258, -0.7462, 0.4190, -0.0684, -0.4053, 0.3508, -0.2999, 0.3464, 0.1108]}

---

No. 2
{"formula": "C33H51Br3IN2O3", "method": "wB97M-V/def2-TZVPD", "homo_energy_ev": -9.099, "max_force_ha_per_bohr": 0.0405, "total_charge": 1, "orbital_gap_ev": 4.3, "energy_ha": -9642.578763, "e_lumo_ev": -4.75, "e_above_lowest_kcal_mol": 0.0, "species": ["C", "C", "C", "Br", "C", "C", "C", "Br", "C", "C", "Br", "C", "C", "O", "C", "C", "C", "C", "C", "C", "C", "C", "C", "C", "C", "C", "C", "C", "C", "C", "C", "N", "N", "I", "H", "H", "H", "H", "H", "H", "H", "H", "H", "H", "H", "H", "H", "H", "H", "H", "H", "H", "H", "H", "H", "H", "H", "H", "H", "H", "H", "H", "H", "H", "H", "H", "H", "H", "H", "C", "C", "C", "O", "H", "H", "H", "H", "H", "H", "H", "H", "C", "C", "C", "O", "H", "H", "H", "H", "H", "H", "H", "H"], "xyz": [[0.76456, -1.29226, 4.76402], [1.41198, -0.74488, 3.48231], [0.33325, -0.05239, 2.62630], [0.21356, 1.84600, 3.01197], [0.44855, -0.27486, 1.13846], [1.57530, 0.14103, 0.37488], [2.78846, 0.78299, 0.94980], [2.90568, 2.66641, 0.96576], [3.81386, 0.03847, 1.37460], [3.87983, -1.45785, 1.30340], [5.37372, 0.79660, 2.09675], [1.55625, -0.12694, -0.98807], [2.72463, 0.22933, -1.87682], [2.37112, 0.81062, -3.10899], [2.30711, 2.19205, -3.15496], [1.54276, 2.94200, -2.27933], [1.49560, 4.31729, -2.41380], [2.19519, 4.95504, -3.42243], [2.95730, 4.19212, -4.29566], [3.01243, 2.81915, -4.16315], [0.39831, -0.77882, -1.51045], [0.30550, -1.13389, -2.97615], [-0.92191, -1.96885, -3.32569], [-2.25068, -1.20751, -3.45295], [-2.18949, 0.00448, -4.38022], [-3.33796, -2.20851, -3.89617], [-3.86214, -2.98960, -2.66340], [-5.18799, -2.54040, -2.08587], [-5.58108, -1.22332, -1.87524], [-5.62797, -0.61421, -0.50597], [-5.97681, -0.28923, -2.99703], [-0.62674, -1.11973, -0.77758], [-0.57175, -0.87552, 0.53260], [-2.29144, -1.59704, 1.42966], [1.43765, -1.97611, 5.27522], [0.41490, -0.49598, 5.41718], [-0.10298, -1.89737, 4.48550], [2.19129, -0.04440, 3.77021], [1.78963, -1.60922, 2.93812], [-0.61342, -0.42344, 2.99488], [4.56502, -1.71739, 0.49020], [2.92655, -1.91968, 1.06033], [4.32450, -1.86553, 2.20735], [3.31262, -0.66897, -2.08682], [3.38694, 0.90301, -1.33205], [0.98189, 2.45625, -1.49091], [0.88230, 4.89120, -1.73217], [2.15082, 6.03002, -3.51662], [3.49300, 4.68898, -5.09224], [3.59532, 2.24936, -4.87366], [0.38297, -0.24148, -3.58669], [1.19966, -1.73320, -3.17911], [-0.74562, -2.43811, -4.29714], [-1.04381, -2.78651, -2.61303], [-2.59344, -0.85132, -2.47579], [-1.34834, 0.66704, -4.17695], [-3.08550, 0.60717, -4.21975], [-2.19559, -0.28589, -5.43185], [-4.17025, -1.66732, -4.32854], [-2.91860, -2.88999, -4.63676], [-3.14346, -2.89470, -1.84204], [-3.95571, -4.05301, -2.89340], [-5.87390, -3.33400, -1.78438], [-4.59185, -0.41246, -0.22689], [-6.08458, -1.27906, 0.23674], [-6.15793, 0.33991, -0.49685], [-5.58458, 0.72284, -2.84440], [-5.67763, -0.66669, -3.96786], [-7.06366, -0.22242, -2.91996], [5.99447, 5.17863, 1.50250], [7.48166, 5.12099, 1.81992], [7.72212, 4.92748, 3.31002], [8.12568, 6.30854, 1.37016], [5.52424, 6.02376, 2.01293], [5.83774, 5.31846, 0.43200], [5.48909, 4.26163, 1.81231], [7.94121, 4.30073, 1.26609], [7.30611, 5.76589, 3.87500], [8.79040, 4.88917, 3.52157], [7.26188, 4.00612, 3.67235], [7.74099, 7.05364, 1.84398], [-4.24604, -5.48061, 4.74519], [-5.20936, -4.31452, 4.89759], [-6.20876, -4.26378, 3.75304], [-4.48253, -3.08385, 4.96797], [-3.67013, -5.38058, 3.81932], [-3.53597, -5.50031, 5.57194], [-4.77578, -6.43294, 4.71911], [-5.74221, -4.40206, 5.84430], [-5.68875, -4.12936, 2.79833], [-6.88928, -3.42134, 3.87683], [-6.79651, -5.18006, 3.69700], [-4.00351, -2.98496, 4.14010]], "mulliken_charge": [-1.4743, -0.0079, -0.6988, 0.0054, 1.2644, 0.9663, -0.8394, 0.0726, 0.5167, -1.8448, -0.0607, 0.6086, -1.4401, -0.3740, 0.3456, -0.0444, -0.9429, -0.5978, -0.4778, -0.4485, 0.7763, -0.9741, -1.4810, 1.5450, -1.7230, -1.2707, -0.2357, -1.0751, 0.8417, -0.8956, -1.3509, 0.1247, -0.9882, 0.3924, 0.4185, 0.3458, 0.3483, 0.2862, 0.0769, 0.2219, 0.4049, 0.4363, 0.4935, 0.3657, 0.7412, 0.6714, 0.4186, 0.4348, 0.4047, 0.4514, 0.2661, 0.5616, 0.6776, 0.3425, -0.2424, 0.3822, 0.3966, 0.3400, 0.2956, 0.4880, 0.0234, 0.4952, 0.4118, 0.0197, 0.2895, 0.3971, 0.3304, 0.4264, 0.3797, -0.8166, 0.2876, -1.1732, -0.5514, 0.3320, 0.3358, 0.0163, 0.2657, 0.3307, 0.3290, 0.2864, 0.3533, -1.1509, 0.3704, -1.1443, -0.4829, 0.2630, 0.3120, 0.3683, 0.3040, 0.2508, 0.3095, 0.3700, 0.2193]}

---

No. 3
{"formula": "C33H51BrN8O4Rb", "method": "wB97M-V/def2-TZVPD", "homo_energy_ev": -8.632, "max_force_ha_per_bohr": 0.0200, "total_charge": 1, "orbital_gap_ev": 6.1, "energy_ha": -4624.925022, "e_lumo_ev": -2.51, "e_above_lowest_kcal_mol": 24.0, "species": ["Rb", "C", "O", "C", "C", "O", "C", "C", "O", "C", "H", "H", "H", "H", "H", "H", "H", "H", "H", "H", "H", "H", "H", "H", "Br", "C", "C", "C", "C", "C", "C", "N", "N", "C", "C", "C", "C", "O", "C", "N", "C", "C", "C", "C", "H", "H", "H", "H", "H", "H", "H", "H", "H", "N", "C", "C", "C", "N", "C", "C", "N", "C", "H", "H", "H", "H", "H", "H", "H", "H", "H", "H", "H", "H", "H", "H", "H", "H", "C", "C", "N", "C", "C", "N", "C", "C", "H", "H", "H", "H", "H", "H", "H", "H", "H", "H", "H", "H"], "xyz": [[0.37987, 0.62814, 0.53632], [2.84229, -0.96258, -1.50643], [2.94980, 0.46799, -1.48556], [4.15998, 0.90328, -0.87568], [4.09960, 0.88799, 0.62626], [3.13955, 1.85331, 1.05992], [3.04507, 1.80869, 2.48947], [2.08365, 2.86088, 2.97567], [0.72560, 2.58487, 2.65018], [0.10845, 1.70802, 3.59442], [3.69657, -1.39313, -2.03449], [1.93243, -1.20292, -2.05251], [2.77030, -1.36406, -0.49203], [4.34754, 1.92665, -1.21910], [4.99663, 0.28757, -1.21985], [5.08847, 1.14973, 1.02202], [3.81062, -0.09696, 1.00565], [4.03215, 2.01221, 2.92127], [2.73450, 0.80150, 2.78844], [2.32873, 3.82453, 2.52531], [2.18887, 2.96718, 4.06007], [0.17506, 2.12670, 4.60114], [0.55693, 0.71040, 3.57515], [-0.94086, 1.61871, 3.31665], [-3.46745, -5.72425, -1.79840], [-2.58767, -5.94884, -0.13551], [-1.21024, -5.80542, -0.06623], [-0.56606, -5.95651, 1.15300], [-1.31024, -6.25978, 2.28754], [-2.68056, -6.45314, 2.19427], [-3.33226, -6.27715, 0.98368], [-0.71694, -6.53405, 3.57753], [0.11307, -5.77819, 4.09796], [0.47600, -4.52478, 3.48307], [1.80571, -4.29493, 3.25533], [2.24973, -3.13366, 2.61429], [1.37330, -2.12416, 2.21511], [1.75667, -1.03928, 1.63265], [-0.03525, -2.32939, 2.53645], [-0.91071, -1.33137, 2.21400], [-2.16788, -1.45946, 2.56162], [-2.68071, -2.56802, 3.25974], [-1.83093, -3.58888, 3.56657], [-0.46990, -3.51213, 3.18754], [-0.64236, -5.58399, -0.96044], [0.50730, -5.83980, 1.21329], [-3.23171, -6.74610, 3.07949], [-4.40244, -6.41304, 0.90827], [2.51825, -5.05621, 3.55392], [3.30727, -2.99341, 2.42559], [-2.83574, -0.64266, 2.29749], [-3.72397, -2.59261, 3.54391], [-2.18457, -4.45188, 4.11526], [-0.00334, 4.09633, -3.59752], [0.31785, 5.38223, -2.94175], [1.77680, 5.34356, -2.47979], [1.98353, 4.38733, -1.31168], [1.74183, 2.98144, -1.79916], [1.05984, 4.70681, -0.14306], [-0.41678, 4.79031, -0.52332], [-0.92444, 3.42471, -0.75533], [-0.61888, 5.65978, -1.76381], [0.39405, 4.07786, -4.53155], [-1.00512, 3.99957, -3.71728], [0.89505, 2.98351, -2.39111], [0.20769, 6.21477, -3.64087], [2.08859, 6.33882, -2.15945], [2.42888, 5.07428, -3.31686], [3.01699, 4.40450, -0.96745], [1.60951, 2.33863, -1.02161], [2.52058, 2.60459, -2.33834], [1.38611, 5.66976, 0.25990], [1.19458, 3.97473, 0.65756], [-0.94602, 5.27394, 0.30248], [-1.85570, 3.45902, -1.15511], [-1.02815, 2.93650, 0.12764], [-0.47068, 6.70217, -1.47051], [-1.66029, 5.59280, -2.09659], [-2.76706, -0.09041, -1.03284], [-3.87370, -0.77558, -1.88030], [-3.29962, -1.27640, -3.12750], [-2.77114, -0.15517, -3.89947], [-1.71266, 0.61263, -3.06086], [-1.49692, -0.06467, -1.77645], [-1.09019, -1.45705, -2.04258], [-2.21233, -2.20408, -2.81167], [-2.59361, -0.63037, -0.09849], [-3.03864, 0.93951, -0.77678], [-4.67726, -0.07847, -2.12576], [-4.31726, -1.61432, -1.34179], [-3.60189, 0.49493, -4.18077], [-2.33693, -0.54922, -4.82001], [-2.03044, 1.63797, -2.85059], [-0.75347, 0.67121, -3.58317], [-0.86693, -1.94217, -1.08698], [-0.16658, -1.42808, -2.62492], [-2.62035, -3.02278, -2.22048], [-1.83704, -2.63105, -3.74332]], "mulliken_charge": [0.4331, -0.2945, -0.2282, -0.9111, -0.1252, 0.1449, -0.2141, -1.1346, -0.2893, -0.8281, 0.3360, -0.2219, 0.3685, 0.2565, 0.5659, 0.4396, 0.0174, 0.4269, 0.1509, 0.3348, 0.5542, 0.4003, 0.3416, 0.1841, -0.1785, 0.0118, -0.3639, -0.2837, 0.2107, -0.3311, -0.5341, -0.4069, -0.5231, -0.1616, -0.7343, -0.7060, -0.1941, 0.1731, 0.0915, 0.2829, -0.3518, -1.3821, -0.5065, 0.7007, 0.4995, 0.4681, 0.4524, 0.4443, 0.4021, 0.4861, 0.4704, 0.4307, 0.6917, -0.5785, 0.1043, -1.4240, 0.1173, 0.8440, -0.2229, -0.0273, -0.3738, -1.6076, 0.2521, 0.2190, 0.3396, 0.3493, 0.5066, 0.4312, 0.4417, -0.7924, 0.5462, 0.6899, -0.5411, 0.5902, 0.3079, 0.1102, 0.4713, 0.4350, 0.0990, -0.9444, -0.1391, -0.8891, -0.4803, 0.3579, -0.2233, -0.2512, -0.3394, 0.5092, 0.2591, 0.4054, 0.3689, 0.2735, 0.1191, 0.3990, 0.2692, 0.0351, -0.3038, 0.4213]}